[1]
{
  "formula": "NO4P",
  "method": "wB97M-V/def2-TZVPD",
  "species": ["N", "O", "O", "O", "O", "P"],
  "xyz": [[1.61175, 0.63638, 0.35960], [-1.20663, 1.21239, -0.54717], [-1.14443, -0.30940, 1.46133], [2.19912, -0.19316, -0.37138], [-0.69130, -1.26339, -0.93672], [-0.76850, -0.08282, 0.03433]],
  "forces_ev_per_a": [[-0.54, -1.74, -1.21], [-0.12, 1.02, -0.57], [0.22, -0.54, 0.62], [0.09, 1.10, 0.87], [0.37, 0.90, 1.20], [-0.02, -0.74, -0.92]],
  "total_energy_ev": -18967.2317,
  "e_homo_ev": [2.163, 2.185],
  "relative_energy_kj_mol": 59.27,
  "max_force_ev_per_a": 2.2,
  "total_charge": -2,
  "homo_lumo_gap_ha": [0.2035, 0.2028]
}

---

[2]
{
  "formula": "NO4S",
  "method": "wB97M-V/def2-TZVPD",
  "species": ["N", "O", "O", "O", "O", "S"],
  "xyz": [[1.81781, -0.23606, 0.01482], [-0.25942, -1.37239, 0.41873], [-0.58780, 0.94587, 1.16360], [0.96592, 0.51275, -0.62321], [-1.42753, 0.13656, -1.03069], [-0.50899, 0.01327, 0.05675]],
  "forces_ev_per_a": [[1.38, 1.14, -0.88], [-0.37, 0.58, 0.03], [-0.43, -0.17, -0.42], [1.26, -1.16, 0.30], [-0.52, 0.84, -0.66], [-1.32, -1.23, 1.62]],
  "total_energy_ev": -20513.1454,
  "e_homo_ev": [-4.466, -4.527],
  "relative_energy_kj_mol": 160.23,
  "max_force_ev_per_a": 2.4,
  "total_charge": -1,
  "homo_lumo_gap_ha": [0.3225, 0.3257]
}

---

[3]
{
  "formula": "NO4S2",
  "method": "wB97M-V/def2-TZVPD",
  "species": ["N", "O", "O", "O", "O", "S", "S"],
  "xyz": [[-1.07638, 0.48155, -0.12632], [-2.05626, 0.26241, 0.61390], [0.69812, -0.75078, 1.62883], [-0.94254, 1.22389, -1.07132], [0.68714, -1.94002, -1.28310], [2.03273, 1.04071, -0.01780], [0.65720, -0.31776, 0.25582]],
  "forces_ev_per_a": [[-0.60, 0.36, 1.10], [2.06, 0.57, -2.04], [-1.11, -0.60, 0.33], [-1.37, -0.54, 0.68], [-0.33, 3.18, 3.00], [-0.81, -0.17, -0.47], [2.16, -2.80, -2.60]],
  "total_energy_ev": -31344.9275,
  "e_homo_ev": [-5.199, -5.208],
  "relative_energy_kj_mol": 629.83,
  "max_force_ev_per_a": 4.4,
  "total_charge": -1,
  "homo_lumo_gap_ha": [0.2886, 0.2897]
}

---

[4]
{
  "formula": "NO7PRb5",
  "method": "wB97M-V/def2-TZVPD",
  "species": ["Rb", "Rb", "Rb", "Rb", "Rb", "N", "O", "O", "O", "P", "O", "O", "O", "O"],
  "xyz": [[-1.10049, -2.21367, 1.39858], [-4.74863, 2.11867, 1.18766], [1.00198, 0.76924, -2.20962], [-2.33387, 2.15918, -2.38611], [2.28994, -0.35862, 2.00809], [1.63574, -2.71188, -0.75058], [2.10425, -1.60658, -1.03276], [0.70788, -3.15550, -1.45194], [2.10125, -3.27455, 0.20929], [-0.30292, 1.70351, 0.57060], [0.20441, 0.24569, 0.32186], [0.60854, 2.13080, 1.79078], [-1.90306, 1.64280, 1.03635], [-0.26501, 2.55091, -0.69221]],
  "forces_ev_per_a": [[0.22, 0.72, -0.67], [0.88, -0.09, -0.01], [0.52, -0.51, 0.10], [-0.15, 0.16, 0.64], [-0.33, 0.66, -0.53], [-0.68, 1.56, -1.90], [0.78, 1.60, -0.76], [-0.39, -0.66, 0.43], [0.21, -2.10, 2.58], [-1.97, -0.21, 5.29], [-0.49, -1.25, -1.04], [-0.90, 0.03, -1.69], [1.87, -0.21, -1.20], [0.42, 0.32, -1.24]],
  "total_energy_ev": -28388.5485,
  "e_homo_ev": [-3.289, -6.247],
  "max_force_ev_per_a": 5.6,
  "s_squared": 0.75,
  "spin_multiplicity": 2,
  "homo_lumo_gap_ha": [0.0969, 0.2049]
}

---

[5]
{
  "formula": "O4P2S",
  "method": "wB97M-V/def2-TZVPD",
  "species": ["O", "O", "O", "O", "P", "P", "S"],
  "xyz": [[0.69154, 0.21007, 1.14014], [2.36140, -1.54673, 0.12732], [-0.89498, 1.82310, -0.16946], [0.62170, -0.03985, -1.17476], [1.94976, -0.13308, -0.01858], [-0.56374, 0.39108, -0.01573], [-4.16568, -0.70459, 0.11107]],
  "forces_ev_per_a": [[-0.70, -0.18, -1.04], [0.48, -0.70, 0.06], [-0.70, 0.30, 0.04], [-0.52, 0.00, 1.28], [-1.54, 0.56, -0.13], [3.00, 0.08, -0.20], [-0.02, -0.06, 0.01]],
  "total_energy_ev": -37604.2977,
  "e_homo_ev": [-0.356, 0.056],
  "relative_energy_kj_mol": 332.46,
  "max_force_ev_per_a": 3.0,
  "total_charge": -2,
  "homo_lumo_gap_ha": [0.1998, 0.2263]
}

---

[6]
{
  "formula": "O4PRb5",
  "method": "wB97M-V/def2-TZVPD",
  "species": ["Rb", "Rb", "Rb", "Rb", "Rb", "P", "O", "O", "O", "O"],
  "xyz": [[-0.03170, -2.24862, -2.78735], [-1.15823, -2.62737, 1.98760], [-3.12051, 0.17143, -0.04606], [2.61195, 3.10973, 1.85514], [1.48167, 1.88198, -2.22211], [0.10492, -0.11439, 0.20863], [-0.50322, 0.62841, -1.00262], [1.38245, 0.81452, 0.66407], [0.24689, -1.75485, -0.00392], [-1.01422, 0.13915, 1.34664]],
  "forces_ev_per_a": [[0.08, 0.09, 0.52], [0.12, -0.01, 0.58], [-0.45, 0.49, -0.27], [-0.34, -0.65, 0.07], [0.00, 0.04, 0.32], [-0.14, 1.49, 3.79], [0.06, -1.17, -2.02], [-1.32, -2.25, -1.57], [0.24, 3.72, -0.58], [1.74, -1.76, -0.86]],
  "total_energy_ev": -20749.3543,
  "e_homo_ev": -12.705,
  "relative_energy_kj_mol": 0.00,
  "max_force_ev_per_a": 4.1,
  "total_charge": 2,
  "homo_lumo_gap_ha": 0.2611
}